[1]
{
  "formula": "CH33O16",
  "method": "ωB97M-V with the def2-TZVPD basis set",
  "symbols": ["C", "O", "H", "H", "H", "O", "H", "H", "O", "H", "H", "O", "H", "H", "O", "H", "H", "O", "H", "H", "O", "H", "H", "O", "H", "H", "O", "H", "H", "O", "H", "H", "O", "H", "H", "O", "H", "H", "O", "H", "H", "O", "H", "H", "O", "H", "H", "O", "H", "H"],
  "xyz": [[-1.61463, -12.15785, 8.83774], [-2.20562, -12.54398, 7.59861], [-2.36856, -11.95093, 9.47134], [-1.11015, -11.19966, 8.66736], [-0.96995, -12.89205, 9.29610], [0.61710, -9.00347, 9.08738], [-0.33151, -9.16775, 9.28803], [0.94973, -8.68328, 9.92267], [-2.15493, -8.97957, 9.59362], [-2.74569, -9.51965, 9.09218], [-2.31774, -8.15307, 9.13247], [-1.46569, -9.10082, 6.72739], [-0.56113, -8.76470, 6.65131], [-1.35689, -10.01938, 6.93801], [-4.13464, -10.75661, 8.67111], [-4.35640, -10.76252, 9.59922], [-3.41926, -11.38360, 8.46514], [-4.31396, -12.30282, 5.98835], [-5.00821, -11.97169, 6.60409], [-3.55130, -12.59232, 6.46834], [0.29307, -14.95163, 10.27316], [-0.14243, -14.56618, 10.98459], [-0.06831, -14.49451, 9.54690], [-0.67115, -10.26426, 11.98364], [-1.03940, -10.85908, 12.61566], [-1.47111, -10.10013, 11.46464], [1.70656, -13.07402, 8.27588], [1.52762, -12.49186, 8.98883], [1.04660, -13.08556, 7.61635], [-0.84180, -15.24878, 7.14866], [-0.90862, -14.32482, 7.33091], [-0.34731, -15.24156, 6.32588], [-3.43839, -11.39407, 11.47406], [-3.01299, -12.23960, 11.30722], [-4.33330, -11.57731, 11.79895], [-2.37682, -13.98687, 11.32408], [-2.20896, -14.54913, 10.56301], [-3.06115, -14.42234, 11.81138], [-3.84743, -14.57910, 8.24833], [-3.35796, -15.28831, 8.62085], [-3.13889, -13.88318, 8.06389], [-0.09311, -12.39106, 6.10093], [-0.89337, -12.36934, 6.63936], [-0.39001, -12.59146, 5.16660], [-2.48457, -11.02743, 4.49900], [-2.99123, -11.54373, 5.11634], [-2.87484, -11.27376, 3.67398], [1.36416, -11.63637, 10.85726], [0.94933, -12.40276, 11.26748], [0.65308, -10.99555, 10.94805]],
  "mulliken_charge": [1.345, -0.089, -0.067, -0.031, -0.807, -0.615, 0.355, 0.317, -0.607, 0.392, 0.309, -0.623, 0.308, 0.290, -0.813, 0.313, 0.024, -0.745, 0.278, 0.337, -0.678, 0.334, 0.423, -0.650, 0.324, 0.284, -0.683, 0.409, 0.342, -0.670, 0.318, 0.277, -0.636, 0.289, 0.277, -0.659, 0.307, 0.269, -0.724, 0.304, 0.261, -0.740, -0.063, 0.296, -0.629, 0.339, 0.249, -0.697, 0.273, 0.382],
  "charge": -1,
  "e_homo_ev": -6.150,
  "multiplicity": 1,
  "homo_lumo_gap_ev": 8.203
}


[2]
{
  "formula": "C3H7N",
  "method": "ωB97M-V with the def2-TZVPD basis set",
  "symbols": ["C", "C", "H", "H", "H", "H", "C", "N", "H", "H", "H"],
  "xyz": [[0.19093, 1.34946, -1.14289], [0.50790, 2.55483, -1.60829], [-0.27701, 1.09040, -0.20462], [0.67313, 0.52208, -1.64854], [0.29177, 3.44400, -1.02329], [0.89198, 2.78012, -2.59341], [-0.43231, -2.59267, 1.31125], [-0.69110, -1.56704, 1.98828], [-0.19528, -2.40519, 0.26219], [-0.27320, -3.61693, 1.65173], [-0.68681, -1.55907, 3.00759]],
  "mulliken_charge": [-0.436, -0.462, 0.259, 0.181, 0.219, 0.229, -0.210, -0.430, 0.193, 0.240, 0.218],
  "smiles": "C=C.C=N",
  "charge": 0,
  "e_homo_ev": -9.823,
  "multiplicity": 1,
  "homo_lumo_gap_ev": 11.051
}


[3]
{
  "formula": "CHClO2PS",
  "method": "ωB97M-V with the def2-TZVPD basis set",
  "symbols": ["C", "O", "O", "P", "S", "Cl", "H"],
  "xyz": [[-0.05697, 0.62042, -0.34948], [2.39305, -0.00019, 0.91435], [0.92596, -1.96036, -0.13150], [1.21405, -0.54569, 0.20756], [0.08408, 2.25981, -0.03531], [-3.74525, -0.56021, 0.53428], [-0.81490, 0.18620, -1.13989]],
  "mulliken_charge": [-0.137, -0.550, -0.544, 0.963, -0.066, -0.944, 0.278],
  "charge": -1,
  "e_homo_ev": -3.984,
  "multiplicity": 1,
  "homo_lumo_gap_ev": 4.425
}


[4]
{
  "formula": "C17H25Cl3N2O2",
  "method": "ωB97M-V with the def2-TZVPD basis set",
  "symbols": ["C", "C", "C", "C", "C", "C", "C", "C", "O", "N", "C", "N", "C", "C", "C", "C", "C", "C", "O", "C", "C", "Cl", "Cl", "Cl", "H", "H", "H", "H", "H", "H", "H", "H", "H", "H", "H", "H", "H", "H", "H", "H", "H", "H", "H", "H", "H", "H", "H", "H", "H"],
  "xyz": [[3.29018, -4.23734, -2.39699], [3.23004, -3.33209, -1.17233], [2.50816, -3.97026, 0.01553], [1.04271, -4.32939, -0.23574], [0.18585, -3.11537, -0.59010], [-1.30327, -3.45087, -0.57201], [-2.19040, -2.26790, -0.98616], [-2.14674, -1.17698, 0.06034], [-2.88993, -1.12182, 1.01184], [-1.16763, -0.24774, -0.14389], [-0.95444, 0.84618, 0.76012], [-0.94674, 2.09078, 0.06590], [-1.44052, 3.25777, 0.65964], [-2.63437, 3.28599, 1.36273], [-3.10929, 4.47458, 1.89314], [-2.39882, 5.64399, 1.71413], [-1.20849, 5.63696, 1.00049], [-0.72223, 4.45426, 0.47255], [0.44696, 4.32831, -0.23847], [1.23833, 5.47445, -0.42651], [0.37452, 0.62053, 1.54360], [0.30229, -0.88295, 2.48276], [1.73180, 0.51546, 0.39773], [0.66484, 1.98043, 2.64617], [2.29810, -4.41189, -2.80533], [3.72922, -5.19830, -2.13741], [3.89969, -3.78134, -3.17417], [2.74638, -2.38986, -1.43579], [4.24977, -3.09445, -0.85959], [3.04275, -4.87916, 0.30242], [2.55626, -3.27925, 0.86079], [0.64546, -4.78311, 0.67556], [0.97110, -5.07609, -1.02824], [0.39146, -2.32563, 0.13280], [0.45930, -2.75121, -1.58286], [-1.59343, -3.77134, 0.43032], [-1.49247, -4.28143, -1.25600], [-3.22321, -2.60993, -1.06136], [-1.87169, -1.88112, -1.95511], [-0.55940, -0.31496, -0.94407], [-1.77847, 0.81231, 1.48447], [-0.08561, 2.27104, -0.43805], [-3.20220, 2.37733, 1.48948], [-4.03796, 4.47997, 2.44231], [-2.76301, 6.57295, 2.12515], [-0.66657, 6.56050, 0.87219], [2.11061, 5.14063, -0.98680], [0.70803, 6.23836, -1.00394], [1.56309, 5.89903, 0.52875]],
  "mulliken_charge": [-1.235, -0.215, -0.768, -0.926, 0.420, -0.753, -0.909, 0.499, -0.645, 0.071, -1.507, -0.083, 0.127, -0.303, -0.927, -0.668, -0.547, 0.992, -0.387, -0.965, 0.792, -0.121, -0.133, -0.121, 0.277, 0.289, 0.393, 0.136, 0.386, 0.403, 0.296, 0.391, 0.373, -0.285, 0.221, 0.396, 0.395, 0.379, 0.318, 0.378, 0.469, 0.427, 0.500, 0.387, 0.375, 0.396, 0.249, 0.369, 0.393],
  "smiles": "CCCCCCCC(=O)N[C@H](Nc1ccccc1OC)C(Cl)(Cl)Cl",
  "charge": 0,
  "e_homo_ev": -8.002,
  "multiplicity": 1,
  "homo_lumo_gap_ev": 8.504
}


[5]
{
  "formula": "C23H39N2O3OsP3",
  "method": "ωB97M-V with the def2-TZVPD basis set",
  "symbols": ["P", "C", "H", "H", "H", "C", "H", "H", "H", "C", "H", "H", "H", "P", "C", "H", "H", "H", "C", "H", "H", "H", "C", "H", "H", "H", "P", "C", "H", "H", "H", "C", "H", "H", "H", "C", "H", "H", "H", "Os", "C", "O", "C", "O", "C", "C", "C", "C", "C", "C", "H", "H", "H", "H", "H", "H", "N", "C", "O", "C", "C", "C", "C", "N", "C", "H", "H", "H", "H", "H", "H"],
  "xyz": [[3.94378, -1.30406, 0.10747], [4.41080, -1.05323, 1.86972], [5.46452, -1.30993, 2.04024], [3.76915, -1.68104, 2.49916], [4.23043, -0.00229, 2.13141], [5.11759, -2.62894, -0.37555], [5.05079, -2.76714, -1.46266], [4.81206, -3.56582, 0.11012], [6.14349, -2.36813, -0.09507], [4.79710, 0.16860, -0.59401], [5.88353, 0.01241, -0.62374], [4.56074, 1.04440, 0.02619], [4.42111, 0.34750, -1.60991], [-1.22145, 3.02212, -0.90108], [-1.24076, 3.41084, 0.86380], [-1.65549, 4.41601, 1.01631], [-0.21956, 3.36395, 1.26398], [-1.85458, 2.66025, 1.37760], [-0.16593, 4.25748, -1.72467], [-0.34638, 4.22518, -2.80796], [0.88731, 4.00608, -1.52816], [-0.38328, 5.26087, -1.33404], [-2.91950, 3.19651, -1.52413], [-3.16837, 4.26344, -1.60900], [-3.61211, 2.70644, -0.82358], [-3.01186, 2.71796, -2.50983], [-2.84885, -2.19273, 0.43106], [-3.23569, -2.44077, 2.14925], [-4.08878, -3.12973, 2.22368], [-3.49731, -1.47437, 2.60199], [-2.37440, -2.86636, 2.68178], [-4.29276, -2.06670, -0.61195], [-5.12569, -2.60457, -0.13918], [-4.09305, -2.50632, -1.60001], [-4.56384, -1.00754, -0.73034], [-1.73503, -3.42670, -0.21622], [-2.28188, -4.07932, -0.91264], [-1.33550, -4.04024, 0.60114], [-0.90164, -2.94673, -0.74463], [-0.27248, 0.78453, -1.59606], [0.71430, 1.04942, 0.01804], [1.37291, 1.23537, 0.97214], [-1.99752, -0.49051, 0.26846], [-2.15390, 0.38550, 1.08328], [-1.44480, 0.25320, -3.26228], [-0.98866, -0.90295, -2.63516], [0.36730, -1.07029, -2.35345], [1.27321, -0.06601, -2.70577], [0.82175, 1.08706, -3.34420], [-0.53340, 1.23085, -3.64349], [-2.50765, 0.41605, -3.40666], [-1.69704, -1.66430, -2.33763], [0.72318, -1.95098, -1.83377], [2.32231, -0.16054, -2.44477], [1.52052, 1.88680, -3.57050], [-0.87417, 2.13650, -4.13239], [0.31837, -1.66235, 6.58425], [-0.02830, -0.97438, 5.44419], [-0.65165, 0.08374, 5.47667], [0.34998, -1.64208, 4.15753], [0.78185, -2.97894, 4.04230], [1.09605, -3.47528, 2.77666], [0.93577, -2.62965, 1.66476], [0.42724, -1.40713, 1.76172], [0.19214, -0.89462, 2.96951], [0.17650, -1.16929, 7.45287], [1.04416, -2.35911, 6.57421], [0.86112, -3.61345, 4.91872], [1.45010, -4.48979, 2.61546], [1.22643, -2.97274, 0.66857], [-0.14562, 0.13622, 3.02662]],
  "mulliken_charge": [0.960, -1.075, 0.456, 0.264, 0.384, -1.315, 0.411, 0.408, 0.472, -1.169, 0.429, 0.401, 0.395, 0.441, -1.044, 0.520, 0.330, 0.199, -1.166, 0.348, 0.308, 0.486, -1.158, 0.463, 0.321, 0.293, 1.088, -1.153, 0.482, 0.434, 0.333, -1.357, 0.470, 0.464, 0.439, -1.103, 0.507, 0.385, 0.077, 0.715, 0.790, -0.651, 0.117, -0.288, -0.822, -0.549, -0.479, -0.659, -0.445, -0.840, 0.546, 1.036, 0.566, 0.370, 0.524, 0.615, -0.259, 0.600, -0.138, 0.288, -0.657, -1.367, -0.744, 0.858, -0.467, 0.313, 0.236, 0.529, 0.600, 0.823, 0.413],
  "charge": 4,
  "e_homo_ev": [-17.098, -19.330],
  "multiplicity": 5,
  "homo_lumo_gap_ev": [5.139, 3.660]
}


[6]
{
  "formula": "C10H20O3PtS2",
  "method": "ωB97M-V with the def2-TZVPD basis set",
  "symbols": ["Pt", "C", "O", "C", "C", "O", "C", "C", "O", "C", "H", "H", "H", "H", "H", "H", "H", "H", "H", "H", "H", "H", "H", "H", "C", "C", "S", "C", "C", "S", "H", "H", "H", "H", "H", "H"],
  "xyz": [[-0.44790, -0.41391, 0.58020], [0.44909, -2.33120, -2.11406], [-0.66066, -2.34365, -1.24000], [-1.90350, -2.22874, -1.87984], [-2.31001, -0.77898, -2.16035], [-2.45626, -0.09558, -0.93567], [-2.81731, 1.25590, -1.11484], [-2.86937, 1.95213, 0.24770], [-1.62413, 2.01538, 0.88901], [-0.80475, 3.08591, 0.47023], [0.39133, -3.17077, -2.81939], [1.33330, -2.43183, -1.48832], [0.51514, -1.39653, -2.67765], [-2.63605, -2.67208, -1.20101], [-1.90378, -2.78414, -2.82756], [-3.26642, -0.76929, -2.70652], [-1.54692, -0.27493, -2.77194], [-3.80911, 1.31250, -1.58948], [-2.08254, 1.74696, -1.77007], [-3.52083, 1.37930, 0.91222], [-3.28473, 2.95997, 0.10934], [-1.30154, 4.04849, 0.65174], [-0.54520, 3.01301, -0.58949], [0.10661, 3.02327, 1.06054], [4.08174, 0.35907, 1.06023], [2.63144, -0.00912, 1.22338], [1.65794, 0.47034, -0.12055], [2.14687, -0.65122, 2.32821], [3.00801, -1.05567, 3.49220], [0.48644, -1.08529, 2.55789], [4.21951, 0.84687, 0.09662], [4.72239, -0.52261, 1.09573], [4.40690, 1.04543, 1.84283], [4.04263, -0.76293, 3.35356], [2.96161, -2.13612, 3.62800], [2.63004, -0.59995, 4.40711]],
  "mulliken_charge": [0.939, -0.759, -0.258, -0.571, -0.513, -0.416, -0.500, -0.590, -0.236, -0.752, 0.323, 0.209, 0.325, 0.276, 0.417, 0.405, 0.300, 0.383, 0.302, 0.269, 0.420, 0.323, 0.315, 0.212, -1.638, 0.721, -0.563, 0.313, -1.463, -0.244, 0.396, 0.338, 0.339, 0.334, 0.318, 0.327],
  "charge": 0,
  "e_homo_ev": [-6.371, -6.367],
  "multiplicity": 1,
  "homo_lumo_gap_ev": [5.592, 5.573]
}


Which relative energy (zero: lowest compared OMol25 entry of this formula, charge and spin) belongs to each record? In order, 0.770, 1.787, 2.257, 0.083, 0.000, 0.975 eV.
Which maximum force belongs to each record? In order, 3.6, 1.6, 3.0, 0.6, 8.0, 2.3 eV/Å.
Which DFT total energy belongs to each record? In order, -1261.77832, -173.17639, -1388.99292, -2303.37784, -2348.13906, -1534.33242 Ha.